Record 1
Below is a cluster of 2 separate species, C3H6Cl2NO3P in total at a distorted geometry, with properties calculated with ωB97M-V/def2-TZVPD.

```
16
Properties=species:S:1:pos:R:3:nbo_charge:R:1
C -1.7728 -0.5781 0.9808 -0.6609
C -1.5729 0.4069 -0.1679 -0.4405
C 1.7489 0.7628 -0.2570 -0.0185
N 1.5270 1.6414 -1.0805 -0.6981
O 1.0057 -1.6456 0.9276 -1.2345
O 2.9886 -1.3446 -0.8214 -1.2120
O 0.4896 -1.3771 -1.4473 -1.2174
P 1.5116 -1.0987 -0.3990 2.3341
Cl -3.0608 0.8277 -0.9928 -0.1583
Cl 2.6231 1.1334 1.2502 -0.1879
H -2.8515 -0.7538 1.1720 0.1670
H -1.2057 -1.5403 0.6851 0.2930
H -1.2968 -0.2853 1.8659 0.2125
H -1.2384 1.3308 0.0878 0.1801
H 1.8581 2.6320 -0.9015 0.3061
H -0.7538 -0.1115 -0.9018 0.3353
```

## Properties
HOMO level (Ha): -0.002
Strongest force on any atom (eV/A): 4.3
DFT total energy (a.u.): -1660.1844
Kohn-Sham gap (Eh): 0.200
Spin multiplicity: 1
Total charge: -2

Record 2
Below is a structure of composition C61H46BCl4N4O3P2Ti at a distorted geometry, with properties calculated with ωB97M-V/def2-TZVPD.

```
122
Properties=species:S:1:pos:R:3:lowdin_charge:R:1
Ti 0.6956 -2.0514 1.4175 1.0842
C -0.0539 -3.9230 -3.3922 -0.0361
C -1.1578 -4.4117 -2.8204 -0.1053
C -1.3781 -4.4792 -1.3951 -0.0214
C -0.7857 -3.8082 -0.3680 -0.2288
N 0.0976 -2.7347 -0.3546 -0.0352
C 0.6154 -2.2096 -1.6398 -0.2713
C -1.1115 -4.2597 0.9931 -0.1369
C -1.8578 -5.3884 1.3426 0.0148
C -2.0038 -5.7131 2.6639 -0.0279
C -1.3825 -4.9427 3.6497 0.0020
C -0.6494 -3.8579 3.2691 -0.1691
N -0.5482 -3.5127 1.9650 0.0444
C 0.0869 -2.9729 4.2041 -0.1822
C 0.0029 -3.0577 5.5797 0.0154
C 0.6849 -2.1364 6.3531 -0.0362
C 1.4259 -1.1482 5.7318 -0.0270
C 1.4676 -1.1355 4.3523 -0.0663
N 0.8292 -2.0380 3.6131 0.0284
H 0.0313 -3.8710 -4.4724 0.1163
H -1.9442 -4.8280 -3.4445 0.1004
H -2.1566 -5.1697 -1.1028 0.0907
H 1.5337 -1.7003 -1.4022 0.0888
H -2.3037 -6.0116 0.5859 0.1109
H -2.5851 -6.5830 2.9396 0.1130
H -1.4613 -5.2114 4.6936 0.1079
H -0.6085 -3.8216 6.0385 0.1113
H 0.6218 -2.1772 7.4322 0.1127
H 1.9536 -0.3928 6.2951 0.1125
H 2.0142 -0.3722 3.8104 0.1299
Cl 6.4669 -1.6950 -1.9009 0.6557
C 5.2571 -2.1713 -0.7627 -0.6973
C 5.3955 -3.3460 -0.0317 -0.6985
Cl 6.8029 -4.3321 -0.2265 0.6472
C 4.3850 -3.7519 0.8469 -0.6082
Cl 4.4695 -5.2476 1.7152 0.6815
C 3.2540 -2.9707 1.0099 -0.3615
O 2.1888 -3.3114 1.7266 -0.1692
C 3.1736 -1.7274 0.3571 -0.3434
O 2.0577 -1.0284 0.6626 -0.2074
C 4.1238 -1.3677 -0.5756 -0.5799
Cl 3.8410 0.0420 -1.5218 0.8114
C -3.4795 5.0754 -1.6446 -0.0105
C -2.3772 4.7225 -2.6737 -0.4194
C -2.5129 5.6633 -3.8739 -0.0444
C -2.5737 3.2544 -3.0630 -0.0965
C -3.5172 2.8664 -4.0148 -0.0336
C -3.8541 1.5280 -4.1712 -0.0713
C -3.2489 0.5747 -3.3565 -0.0697
C -2.2658 0.9160 -2.4408 -0.2593
P -1.4506 -0.2962 -1.2847 1.1205
C -0.2680 -1.1906 -2.3327 -0.3525
C 1.0796 -3.3995 -2.5821 -0.2513
C 2.2441 -3.0420 -3.4457 -0.1374
C 2.2204 -1.9757 -4.2767 -0.1800
C 1.1800 -1.0049 -4.4313 -0.1502
C 0.1040 -0.7028 -3.5739 -0.1626
C -2.8966 -1.4513 -1.0450 -0.3495
C -3.5385 -1.4283 0.1930 -0.0967
C -4.6234 -2.2587 0.4608 -0.0899
C -5.0958 -3.1185 -0.5216 -0.1083
C -4.4676 -3.1518 -1.7637 -0.0976
C -3.3718 -2.3355 -2.0131 -0.1384
C -1.9442 2.2575 -2.3378 -0.2101
O -0.9665 2.5541 -1.4340 -0.0098
C -0.4374 3.7901 -1.3532 -0.2120
C 0.7131 3.9000 -0.5803 -0.2573
C 1.2576 5.1651 -0.3953 -0.0996
C 0.7090 6.2787 -1.0170 -0.0761
C -0.4260 6.1258 -1.8066 -0.0288
C -1.0302 4.8844 -1.9734 -0.0918
P 1.3850 2.3741 0.2463 1.1661
C 3.2009 2.6714 0.2213 -0.4223
C 3.9869 1.8999 1.0802 -0.1658
C 5.3717 1.9406 1.0275 -0.0961
C 6.0073 2.7486 0.0935 -0.0996
C 5.2428 3.5011 -0.7853 -0.0911
C 3.8551 3.4568 -0.7275 -0.1145
C 0.9251 2.8397 1.9814 -0.3474
C 1.7627 3.3990 2.9415 -0.0984
C 1.2714 3.7285 4.2014 -0.1001
C -0.0609 3.5034 4.5165 -0.0947
C -0.9049 2.9421 3.5652 -0.0908
C -0.4134 2.6117 2.3122 -0.1120
H -4.4689 4.9454 -2.0911 0.0872
H -3.3707 6.1112 -1.3077 0.0863
H -3.4090 4.4217 -0.7725 0.0969
H -3.4973 5.5733 -4.3299 0.0703
H -1.7562 5.4457 -4.6306 0.1010
H -2.4095 6.7039 -3.5677 0.0694
H -4.0142 3.6112 -4.6221 0.0990
H -4.5998 1.2312 -4.8992 0.0971
H -3.5569 -0.4584 -3.4448 0.0864
H 1.4005 -4.1822 -1.8858 0.1463
H 3.1173 -3.6887 -3.4212 0.0835
H 3.0798 -1.8489 -4.9336 0.0872
H 1.2618 -0.3699 -5.3089 0.0573
H -0.5291 0.0862 -3.9626 0.0799
H -3.1795 -0.7546 0.9658 0.0691
H -5.0954 -2.2296 1.4373 0.0977
H -5.9457 -3.7626 -0.3216 0.0904
H -4.8247 -3.8271 -2.5356 0.0983
H -2.8505 -2.3968 -2.9628 0.0984
H 2.1292 5.2766 0.2396 0.1056
H 1.1522 7.2583 -0.8818 0.0974
H -0.8626 7.0011 -2.2689 0.1016
H 3.5050 1.2359 1.7925 0.0995
H 5.9536 1.3252 1.7035 0.1035
H 7.0888 2.7732 0.0379 0.0972
H 5.7269 4.1159 -1.5345 0.0993
H 3.2807 4.0204 -1.4507 0.0982
H 2.8042 3.5885 2.7121 0.0931
H 1.9361 4.1663 4.9376 0.0938
H -0.4382 3.7526 5.5009 0.0963
H -1.9428 2.7435 3.8041 0.0859
H -1.0715 2.1518 1.5777 0.0982
B -2.5236 -0.0502 3.8124 -0.4237
C -1.4366 -0.3321 2.7194 -0.1928
N -0.6321 -0.6171 1.9357 0.0703
H -3.2695 0.8188 3.4102 0.0195
H -1.9265 0.2843 4.8229 0.0183
H -3.1055 -1.1143 3.9646 0.0176
```

## Properties
HOMO level (Ha): -0.090
Strongest force on any atom (eV/A): 2.9
DFT total energy (a.u.): -6194.8280
Kohn-Sham gap (Eh): 0.122
Spin multiplicity: 1
Total charge: -1